104
Properties=species:S:1:pos:R:3:mulliken_spin:R:1 method="wB97M-V/def2-TZVPD" total_charge=-1 lumo_energy_ev="2.302 / 2.302" orbital_gap_ev="6.18 / 6.75" e_above_lowest_ev=0.151 homo_ev="-3.87 / -4.45" spin_multiplicity=4 s_squared=3.77
V -0.8501 0.1162 -0.5204 2.85
Br -2.8084 1.0974 0.9286 0.02
C -2.7005 2.8573 0.1995 -0.02
C -3.4652 3.8307 0.7551 0.01
C -3.4419 5.1206 0.1705 -0.01
C -2.6903 5.3520 -0.9426 0.01
C -1.9067 4.3238 -1.5294 -0.03
C -1.1763 4.5409 -2.7238 0.05
C -0.4828 3.5071 -3.2835 -0.02
C -0.4502 2.2355 -2.6631 0.21
C -1.0806 1.9480 -1.4645 -0.14
C -1.8649 3.0314 -0.9352 -0.12
H -4.0826 3.6214 1.6188 0.00
H -4.0422 5.9123 0.6030 0.00
H -2.6932 6.3316 -1.4095 0.00
H -1.1865 5.5254 -3.1808 0.00
H 0.0554 3.6659 -4.2130 0.00
H 0.1007 1.4410 -3.1600 0.03
S 0.7854 0.8898 1.1019 0.01
C 1.3592 -0.4635 2.0776 0.00
C 2.4439 -0.2551 2.9571 0.00
C 2.9275 -1.2614 3.7722 0.00
C 2.3451 -2.5311 3.7597 0.01
C 1.2797 -2.7571 2.9079 -0.01
C 0.7997 -1.7496 2.0638 0.03
As -0.7526 -2.0485 0.9231 -0.01
C -1.9886 -2.5585 2.3498 0.00
C -2.4450 -3.8475 2.5910 0.00
C -3.2974 -4.1020 3.6632 0.00
C -3.6979 -3.0723 4.5023 0.00
C -3.2263 -1.7837 4.2761 0.00
C -2.3787 -1.5313 3.2069 0.00
C -0.3434 -3.7874 0.1536 0.05
C 0.9690 -4.2336 0.0582 0.00
C 1.2570 -5.4367 -0.5772 0.00
C 0.2334 -6.2004 -1.1233 0.00
C -1.0792 -5.7527 -1.0457 0.00
C -1.3634 -4.5442 -0.4238 0.00
H 2.8930 0.7311 2.9814 0.00
H 3.7623 -1.0567 4.4348 0.00
H 2.7149 -3.3201 4.4042 0.00
H 0.8113 -3.7348 2.8875 0.00
H -2.1238 -4.6678 1.9654 0.00
H -3.6445 -5.1136 3.8404 0.00
H -4.3664 -3.2724 5.3319 0.00
H -3.5122 -0.9738 4.9360 0.00
H -1.9866 -0.5321 3.0638 0.01
H 1.7637 -3.6528 0.5039 0.00
H 2.2852 -5.7739 -0.6451 0.00
H 0.4588 -7.1335 -1.6260 0.00
H -1.8781 -6.3227 -1.5039 0.00
H -2.3825 -4.1796 -0.4164 0.00
Se -2.5021 -0.8244 -2.2973 0.05
C -2.2562 -2.5805 -2.9848 0.01
C -1.0073 -3.0740 -3.3682 0.00
C -0.9029 -4.3220 -3.9641 0.00
N -1.9382 -5.1385 -4.2004 0.00
C -3.1338 -4.6722 -3.8120 0.00
C -3.3412 -3.4348 -3.2171 -0.01
H -0.1177 -2.4807 -3.1912 0.01
H 0.0752 -4.6908 -4.2703 0.00
H -3.9799 -5.3314 -3.9931 0.00
H -4.3400 -3.1202 -2.9366 0.00
C 2.5162 -2.6090 -4.9681 0.00
C 2.7869 -1.0976 -4.8810 0.00
C 3.8174 -0.7219 -5.9664 0.00
C 1.4590 -0.3824 -5.2059 0.00
Si 3.4243 -0.6411 -3.1401 0.01
Br 1.6467 -0.9220 -1.7601 -0.01
C 3.9758 1.1755 -2.9607 0.00
C 5.4303 1.3516 -3.4430 0.00
C 3.8632 1.6443 -1.4982 0.00
C 3.0887 2.1200 -3.7924 -0.01
C 4.6814 -1.8796 -2.4137 0.00
C 4.0331 -3.2324 -2.0746 0.00
C 5.8234 -2.1358 -3.4154 0.00
C 5.2669 -1.3532 -1.0924 0.00
H 2.0122 -2.8215 -5.9202 0.00
H 1.8638 -2.9622 -4.1646 0.00
H 3.4378 -3.1976 -4.9477 0.00
H 3.4284 -1.0304 -6.9462 0.00
H 4.7846 -1.2140 -5.8286 0.00
H 3.9937 0.3562 -6.0134 0.00
H 1.0629 -0.7977 -6.1425 0.00
H 1.5822 0.6887 -5.3500 0.00
H 0.6955 -0.5304 -4.4387 0.01
H 6.1570 0.7932 -2.8493 0.00
H 5.6930 2.4148 -3.3645 0.00
H 5.5599 1.0605 -4.4919 0.00
H 4.5008 1.0826 -0.8150 0.00
H 2.8416 1.5805 -1.1194 0.01
H 4.1708 2.6982 -1.4494 0.00
H 3.1859 1.9516 -4.8666 0.00
H 3.4054 3.1526 -3.5924 0.00
H 2.0303 2.0463 -3.5165 0.00
H 3.6005 -3.7356 -2.9388 0.00
H 3.2502 -3.1218 -1.3286 0.00
H 4.8066 -3.8923 -1.6563 0.00
H 5.4783 -2.6826 -4.2967 0.00
H 6.5886 -2.7540 -2.9268 0.00
H 6.3126 -1.2188 -3.7582 0.00
H 4.4830 -1.1525 -0.3538 0.00
H 5.8633 -0.4472 -1.2103 0.00
H 5.9244 -2.1278 -0.6755 0.00

=====

130
Properties=species:S:1:pos:R:3:mulliken_charge:R:1 method="wB97M-V/def2-TZVPD" lumo_energy_ev=-3.542 orbital_gap_ev=1.97 homo_ev=-5.51
C 3.8974 -1.4661 0.5089 -0.98
C 3.1758 -0.3873 -0.4188 -0.99
C 1.6383 -0.1083 -0.1155 1.21
C 0.7242 -0.0581 -1.3065 -1.29
C -0.7173 0.2052 -1.1568 0.60
C -1.2906 0.4339 0.2138 0.63
C -0.4446 0.4197 1.4221 0.92
C -1.0800 0.7308 2.8340 -1.44
C -0.9978 2.3406 2.9987 -0.01
O -1.6916 2.9761 3.7673 -0.59
N -0.0379 3.1049 2.1341 0.55
C -0.7560 4.0503 1.2590 -0.71
C 0.8604 3.9590 2.9710 -1.06
C 0.9969 0.1444 1.2126 0.22
O 1.7896 0.1699 2.4308 -0.15
N 1.5153 -0.9946 3.1083 0.60
O 1.8682 -0.8402 4.2674 -0.54
C -2.8442 0.7266 0.2170 0.23
O -3.2435 1.7193 0.8300 -0.71
C -3.7086 -0.1557 -0.6261 -0.11
C -3.1361 -0.3599 -2.0036 0.87
C -3.9075 -1.1141 -2.9395 -1.34
C -5.2404 -1.6856 -2.5539 0.84
C -5.9206 -2.3355 -3.7580 -1.13
C -7.0862 -1.3208 -4.1468 -0.23
C -6.3504 0.0631 -4.5637 0.32
C -7.2156 1.3629 -4.2146 -1.06
C -7.2560 1.6941 -2.6328 0.75
O -7.6543 3.0654 -2.4108 -0.20
C -8.6924 3.1587 -1.4834 0.94
C -8.5501 3.9546 -0.1176 -1.03
O -9.7858 2.6667 -1.6808 -0.52
C -5.8284 -1.5768 -1.1700 1.37
Si -7.5179 -2.3456 -0.7106 0.59
C -8.7605 -0.8637 -0.6100 -0.61
C -8.2804 -3.5952 -1.9102 -1.12
C -7.6044 -3.1741 1.0156 -1.17
C -5.0062 -0.7683 -0.1971 -0.70
C -5.3929 -0.5067 1.2958 0.70
C -5.0190 -1.7326 2.2676 -1.11
F -6.7393 -0.0606 1.4829 -0.38
C -1.7360 0.2585 -2.3650 -0.56
O -1.4699 0.7416 -3.4357 -0.53
H 5.0146 -1.2978 0.3858 0.32
H 3.6886 -1.3565 1.5939 0.29
H 3.7324 -2.5357 0.1845 0.36
H 3.2545 -0.7602 -1.4861 0.29
H 3.7546 0.5769 -0.3746 0.35
H 1.1554 -0.2113 -2.3356 0.37
H -0.4964 0.2522 3.6565 0.85
H -2.1544 0.4065 2.8161 0.12
H -1.3022 3.5132 0.4084 -0.35
H -1.4579 4.7392 1.8460 0.38
H -0.0335 4.7515 0.7375 0.33
H 1.8167 4.1734 2.3963 0.30
H 0.3900 4.9760 3.1576 0.34
H 1.1489 3.4818 3.9468 0.34
H -3.4899 -1.2315 -3.9789 0.14
H -5.2371 -2.3717 -4.6655 0.32
H -6.2472 -3.4117 -3.6348 0.33
H -7.6910 -1.6684 -5.0402 0.39
H -7.7587 -1.0632 -3.2849 -0.13
H -6.0534 0.0722 -5.6573 0.41
H -5.3802 0.2033 -3.9892 -0.29
H -8.2699 1.1581 -4.5440 0.15
H -6.7319 2.2366 -4.7320 0.37
H -6.2048 1.5683 -2.0426 -0.47
H -8.0265 1.0044 -2.1843 -0.41
H -9.3286 3.6229 0.6170 0.34
H -7.5007 3.9234 0.2899 0.03
H -8.7759 5.0414 -0.3624 0.36
H -8.1815 0.1027 -0.6939 -0.16
H -9.4920 -0.9131 -1.4770 0.37
H -9.3548 -0.9412 0.3408 0.51
H -7.5484 -4.4101 -2.2174 0.33
H -9.0896 -4.1516 -1.3342 0.37
H -8.7935 -3.1696 -2.8146 0.31
H -8.4913 -3.8812 0.9954 0.40
H -6.6860 -3.8197 1.1366 0.28
H -7.7568 -2.4417 1.8528 0.26
H -4.7971 0.3450 1.7514 -0.12
H -4.9843 -2.6653 1.6415 0.10
H -4.0642 -1.5423 2.8361 0.20
H -5.8733 -1.8873 2.9980 0.38
N 6.3401 0.7019 1.8884 0.83
O 6.2223 1.9118 2.1468 -0.66
O 6.9075 0.3281 0.8748 -0.44
O 5.8511 -0.1535 2.6955 -0.57
C 3.8339 -2.7167 6.0436 -0.28
C 4.4496 -2.6796 4.8623 -0.95
C 5.8630 -3.1009 4.7154 0.09
O 6.4196 -3.0649 3.6404 -0.51
C 6.5642 -3.5660 5.9328 -0.47
C 5.9501 -3.6036 7.1157 -0.42
C 4.5389 -3.1834 7.2627 0.21
O 3.9775 -3.2181 8.3356 -0.52
H 2.8014 -2.4122 6.1687 0.57
H 3.9496 -2.3423 3.9606 1.40
H 7.5953 -3.8706 5.8073 0.44
H 6.4493 -3.9405 8.0154 0.43
C 9.6204 1.2874 -1.8459 0.38
Cl 10.0197 2.2332 -0.4014 -0.09
Cl 7.9167 1.5399 -2.2657 -0.11
Cl 10.6458 1.8089 -3.1963 -0.12
Cl 9.9010 -0.4334 -1.5220 -0.12
Ca 3.6700 0.2601 3.4292 1.45
N -8.7821 5.2131 -4.9249 0.93
O -9.5119 5.2874 -3.9194 -0.64
O -8.3908 6.2501 -5.4980 -0.68
O -8.4435 4.0921 -5.3525 -0.60
O 1.5020 -3.3917 1.5229 -0.49
H 1.7116 -4.0229 2.2209 0.25
H 0.7957 -3.8200 1.0250 0.25
Ca -3.6060 3.7799 0.1688 1.25
Cl -1.1864 -1.7920 3.3333 -0.41
Br -4.6419 2.4166 -1.6877 -0.50
C 17.0373 -0.1794 -1.8945 -0.97
C 16.4061 -0.7408 -2.9299 0.40
C 14.9546 -0.4949 -3.1850 0.90
O 14.4214 -1.0102 -4.1501 -0.62
C 14.2287 0.3623 -2.2478 -0.58
C 14.8588 0.9208 -1.2105 0.27
C 16.3160 0.6969 -0.9712 0.85
O 16.8565 1.2390 -0.0247 -0.62
O 14.2071 1.7123 -0.3333 -0.53
O 17.0511 -1.5536 -3.7918 -0.56
H 18.0878 -0.3476 -1.7002 0.41
H 13.1746 0.5184 -2.4331 0.35
H 14.8807 1.9894 0.3173 0.35
H 16.3790 -1.8255 -4.4461 0.35

=====

111
Properties=species:S:1:pos:R:3:mulliken_spin:R:1 method="wB97M-V/def2-TZVPD" total_charge=-2 lumo_energy_ev="3.471 / 3.471" orbital_gap_ev="4.80 / 5.35" e_above_lowest_ev=0.000 homo_ev="-1.33 / -1.88" spin_multiplicity=2 s_squared=0.76
Sr 1.7712 0.1014 -0.1080 0.06
C 1.3364 2.9346 -1.0428 -0.01
C -0.0008 2.6497 -0.6558 0.00
C -0.0075 2.6088 0.7818 0.01
C 1.3224 2.8477 1.1955 -0.02
C 2.1548 3.0748 0.0873 0.01
C 3.5264 3.7305 0.1485 0.00
C 3.3685 5.0934 0.8490 0.00
C 4.5509 2.9015 0.9260 0.02
C 4.0703 3.9834 -1.2588 0.00
C -1.1533 2.6224 1.8048 0.00
C -2.0832 1.4022 1.8148 0.00
C -1.9875 3.8992 1.6004 0.00
C -0.5930 2.7070 3.2367 0.00
C -1.0873 2.7042 -1.7381 0.00
C -1.4104 4.1816 -2.0422 0.00
C -2.3992 1.9840 -1.4100 0.00
C -0.5834 2.0722 -3.0481 0.00
H 1.6767 3.0622 -2.0600 0.00
H 1.6555 2.8877 2.2224 0.00
H 3.0300 4.9669 1.8787 0.00
H 2.6281 5.7040 0.3264 0.00
H 4.3242 5.6322 0.8624 0.00
H 4.1610 2.6168 1.9063 0.00
H 5.4748 3.4726 1.0720 0.00
H 4.7946 1.9969 0.3656 0.00
H 3.3993 4.6362 -1.8222 0.00
H 4.1902 3.0463 -1.8066 0.00
H 5.0501 4.4684 -1.1959 0.00
H -2.5389 1.1857 0.8555 0.00
H -2.8844 1.5689 2.5457 0.00
H -1.5422 0.4991 2.1008 0.00
H -2.5052 3.9001 0.6418 0.00
H -1.3400 4.7789 1.6301 0.00
H -2.7422 3.9914 2.3909 0.00
H 0.0424 1.8463 3.4562 0.00
H -1.4253 2.7061 3.9476 0.00
H -0.0135 3.6177 3.3949 0.00
H -1.7907 4.6910 -1.1559 0.00
H -2.1629 4.2601 -2.8375 0.00
H -0.5070 4.7030 -2.3623 0.00
H -2.9418 2.4544 -0.5910 0.00
H -2.2244 0.9316 -1.1538 0.00
H -3.0489 2.0187 -2.2909 0.00
H 0.2716 2.6026 -3.4642 0.00
H -1.3812 2.0954 -3.7995 0.00
H -0.2881 1.0372 -2.8896 0.00
C 5.1165 -0.3998 1.9067 0.01
O 3.7311 -0.2114 2.2315 0.00
C 3.2656 -0.9139 3.2806 -0.07
C 4.0693 -1.4638 4.2629 0.01
C 3.4798 -2.1470 5.3232 0.00
Br 4.6022 -2.8876 6.6719 0.00
C 2.1244 -2.3055 5.4206 0.00
C 1.2993 -1.7618 4.4242 -0.01
C 1.8619 -1.0654 3.3535 0.05
O 1.1407 -0.5035 2.3807 0.00
C -0.1445 -1.9269 4.4708 0.00
N -0.9447 -1.6128 3.4874 0.00
C -2.2197 -1.9356 3.9037 0.00
C -3.4319 -1.8263 3.2278 0.00
C -4.5700 -2.2213 3.9077 0.00
C -4.5139 -2.7204 5.2167 0.00
C -3.3111 -2.8511 5.8912 0.00
C -2.1693 -2.4519 5.2087 0.00
N -0.8315 -2.4381 5.5467 0.00
H 5.3601 -1.4611 1.8719 0.01
H 5.7446 0.1329 2.6267 0.00
H 5.2611 0.0175 0.9149 -0.01
H 5.1425 -1.3762 4.2041 0.00
H 1.7096 -2.8649 6.2479 0.00
H 0.1921 -0.7993 2.4177 0.00
H -3.4289 -1.4826 2.2000 0.00
H -5.5328 -2.1535 3.4162 0.00
H -5.4314 -3.0192 5.7091 0.00
H -3.2677 -3.2473 6.8984 0.00
H -0.4286 -2.7487 6.4103 0.00
S 6.8491 -2.4233 -0.5677 0.25
Sb 4.7157 -1.9966 -1.3401 0.39
S 4.3063 0.2715 -1.7361 0.15
S 3.0365 -2.6745 0.1303 0.15
C -4.8056 -3.0960 -3.4882 0.00
C -3.5313 -3.6525 -4.1142 0.00
C -3.6183 -3.5542 -5.6311 0.00
C -2.3524 -4.0834 -6.2806 0.00
C -1.1601 -3.3419 -5.7440 0.00
C -0.0295 -3.1618 -6.5102 0.00
C 1.0626 -2.4811 -5.9883 -0.01
F 2.1436 -2.3281 -6.7870 0.00
C 1.0641 -1.9758 -4.7206 0.02
C -0.0779 -2.1457 -3.9283 -0.03
C -0.0497 -1.5913 -2.5548 -0.01
O 0.9423 -0.9603 -2.1989 0.02
C -1.2319 -1.8559 -1.7760 0.00
C -2.2706 -2.5009 -2.3574 0.00
N -2.3278 -2.9495 -3.6381 0.00
C -1.1960 -2.8155 -4.4401 0.00
C -1.4529 -1.4189 -0.3234 0.01
O -2.5215 -1.7874 0.1990 0.00
O -0.5597 -0.7046 0.1877 -0.01
H -5.6658 -3.5442 -3.9879 0.00
H -4.8504 -2.0138 -3.6213 0.00
H -4.8915 -3.3149 -2.4266 0.00
H -3.4393 -4.7132 -3.8462 0.00
H -3.7733 -2.5068 -5.9083 0.00
H -4.4933 -4.1166 -5.9623 0.00
H -2.3971 -3.9828 -7.3665 0.00
H -2.2549 -5.1530 -6.0643 0.00
H 0.0214 -3.5463 -7.5216 0.00
H 1.9117 -1.4479 -4.2990 0.02
H -3.1340 -2.6632 -1.7303 0.00

=====

105
Properties=species:S:1:pos:R:3:mulliken_spin:R:1 method="wB97M-V/def2-TZVPD" total_charge=-1 lumo_energy_ev="2.322 / 2.306" orbital_gap_ev="4.71 / 7.05" e_above_lowest_ev=0.000 homo_ev="-2.39 / -4.74" spin_multiplicity=5 s_squared=6.07
Cr -0.3599 0.0143 0.4032 3.14
O -3.8290 4.6550 -3.8492 0.00
C -3.6974 3.2540 -4.0852 0.00
C -3.0233 2.5881 -2.9261 0.04
C -3.2029 1.1889 -2.7236 0.18
C -2.4904 0.5786 -1.7264 -0.04
N -1.6314 1.2021 -0.8976 0.12
C -1.5019 2.5667 -1.0407 0.15
C -2.1853 3.2520 -2.0879 0.07
C -0.6125 3.1799 -0.1325 0.08
C -0.5385 4.5840 0.1024 0.13
C 0.2910 5.0708 1.0710 -0.03
C 0.4125 6.5413 1.3480 0.00
O 1.6962 7.0588 0.9732 0.00
C 1.0337 4.1532 1.8490 0.20
C 0.9014 2.8074 1.5741 -0.07
N 0.1513 2.3119 0.5929 0.11
H -4.2799 5.0415 -4.5981 0.00
H -3.1038 3.0842 -4.9922 0.00
H -4.6774 2.7895 -4.2436 0.00
H -3.8820 0.6015 -3.3310 0.03
H -2.6075 -0.4860 -1.5587 -0.04
H -2.0141 4.3080 -2.2382 0.01
H -1.1744 5.2665 -0.4456 0.02
H 0.2311 6.7336 2.4122 0.00
H -0.3224 7.1021 0.7718 0.00
H 2.3566 6.4128 1.2466 0.00
H 1.6451 4.4745 2.6861 0.02
H 1.4065 2.0841 2.2003 0.01
C -0.2274 -3.4585 -2.6417 0.01
C -0.0801 -2.0244 -3.1400 0.00
C -1.3532 -1.5690 -3.8482 0.02
P 0.5434 -0.8110 -1.8833 -0.04
C 1.0060 0.6469 -2.9279 0.00
C 1.5654 0.3495 -4.3171 0.00
C 1.9950 1.5156 -2.1529 0.03
C 2.0573 -1.5900 -1.3247 -0.02
C 2.9946 -2.1484 -2.1968 -0.01
C 4.1253 -2.8079 -1.7563 0.01
C 5.1219 -3.4144 -2.7075 0.00
C 4.2809 -2.9057 -0.3695 0.00
C 3.3746 -2.3764 0.5215 0.01
C 2.2105 -1.6786 0.0840 0.05
N 1.2790 -1.1349 0.9444 -0.07
C 1.6459 -1.1693 2.3344 0.03
C 2.6004 -0.2423 2.7971 -0.01
C 3.3323 0.6463 1.8259 0.01
C 2.9147 -0.1917 4.1478 0.00
C 2.3430 -1.0650 5.0638 0.00
C 2.6937 -0.9878 6.5256 0.00
C 1.4583 -2.0151 4.5831 0.00
C 1.0996 -2.0863 3.2371 -0.03
C 0.1322 -3.1426 2.7977 0.02
H -0.3095 -4.1248 -3.5068 0.00
H -1.1393 -3.5812 -2.0479 0.00
H 0.6280 -3.7812 -2.0461 0.00
H 0.7357 -2.0237 -3.8717 0.00
H -2.2179 -1.6607 -3.1856 0.00
H -1.5351 -2.2068 -4.7197 0.00
H -1.3107 -0.5309 -4.1846 -0.01
H 0.0658 1.1964 -3.0381 -0.01
H 2.5062 -0.2096 -4.2574 0.00
H 1.7860 1.2945 -4.8223 0.00
H 0.8710 -0.2047 -4.9511 0.00
H 2.9671 1.0182 -2.0849 0.00
H 1.6555 1.7352 -1.1460 0.00
H 2.1325 2.4723 -2.6652 0.00
H 2.8255 -2.0747 -3.2708 0.00
H 4.9174 -3.1073 -3.7355 0.00
H 5.1020 -4.5084 -2.6831 0.00
H 6.1436 -3.1052 -2.4702 0.00
H 5.1507 -3.4219 0.0298 0.00
H 3.5524 -2.4973 1.5804 0.00
H 4.1149 0.0876 1.3070 0.00
H 3.8045 1.4870 2.3385 0.00
H 2.6669 1.0237 1.0514 0.00
H 3.6230 0.5575 4.4953 0.00
H 2.7738 0.0513 6.8523 0.00
H 3.6510 -1.4735 6.7394 0.00
H 1.9330 -1.4729 7.1397 0.00
H 1.0055 -2.7195 5.2773 0.00
H -0.0429 -3.8537 3.6074 0.00
H 0.5074 -3.6891 1.9278 0.00
H -0.8230 -2.7144 2.5111 0.00
O -0.7930 0.8205 4.4326 0.01
C -0.9584 0.2043 3.3915 0.01
O -0.5424 0.5858 2.2219 0.03
H -1.5108 -0.7525 3.3909 0.00
C -5.8470 -0.5227 1.9525 -0.01
C -4.8999 0.5205 1.8689 0.00
C -3.6310 0.2740 1.4273 0.02
C -3.2205 -1.0353 1.0403 -0.05
C -1.8939 -1.3265 0.5556 -0.23
C -1.6381 -2.6160 0.1524 0.06
C -2.6077 -3.6462 0.1981 -0.03
C -3.8574 -3.3801 0.6695 0.03
C -4.1920 -2.0708 1.1022 -0.02
C -5.4993 -1.7858 1.5762 0.01
H -6.8484 -0.3155 2.3127 0.00
H -5.1807 1.5275 2.1580 0.00
H -2.9174 1.0773 1.3719 0.01
H -0.6280 -2.8783 -0.1627 0.03
H -2.3451 -4.6473 -0.1301 0.00
H -4.6147 -4.1563 0.7232 0.00
H -6.2197 -2.5971 1.6261 0.00